## P
Computed, not measured: 20 unconnected molecules or ions with the total composition H39O20, with ωB97M-V/def2-TZVPD.

```
59
H39O20, DFT ωB97M-V/def2-TZVPD
O -2.1435 -1.3674 2.5719
H 3.9445 1.3600 4.1292
O -2.2359 3.5895 -1.9878
H -3.2535 3.7415 -1.8933
H -1.9040 3.2905 -1.2262
O 3.6137 -2.0506 -0.1269
H 0.1078 2.4976 -2.7952
H 3.1705 -1.1618 -0.0654
O 1.5852 -0.3556 -0.0433
H 1.7026 0.3743 0.5132
H 0.5144 -1.9895 1.3834
O 0.3553 -1.8395 2.4106
H 0.8478 3.2014 -5.0167
H 4.4903 -1.7974 0.0801
O -4.3889 -0.7695 0.0120
H -2.1068 -2.1669 3.1763
H -1.3667 -1.0676 2.1885
O -4.2735 1.8905 4.1071
H -1.5376 -0.7438 0.5110
H -4.4795 1.2566 3.2898
O -0.3949 1.4102 1.5193
H -3.3766 2.1308 4.0638
H 4.1028 0.0279 -1.0461
O -4.3779 -2.9411 1.9923
H -4.0854 -3.0029 1.1246
H -4.9608 -2.2710 2.2753
O 4.2981 0.3448 3.9178
H 4.9497 0.5739 3.2892
H -2.1439 1.1127 -2.5795
O 1.6979 3.2769 -4.7092
H 0.5205 -0.2007 -0.2858
H 1.8173 3.7497 -3.8788
O -1.9935 -1.7463 -1.9880
H 1.2344 -1.7689 2.7668
H -4.5600 -1.6211 -0.2117
O -1.4785 0.9207 -3.3558
H -0.7488 0.6089 -2.8114
H -0.1547 0.6014 0.9030
O 0.7967 2.9284 -2.2538
H 0.4630 1.6152 1.9587
H 0.3872 3.2392 -1.3355
O 2.8806 1.0121 -3.8571
H 2.3131 0.5022 -3.4550
H 2.7718 1.9821 -3.6486
O 1.4411 -3.7721 0.8185
H 0.9946 -3.9176 -0.0172
H -1.5017 -1.1970 -1.1875
O 5.0550 -0.0974 -1.1325
H 2.3518 -3.9741 0.7097
H 5.4056 -0.1552 -2.1017
O 0.8401 -2.3839 -2.4225
H -3.4570 -0.6556 0.0754
H 1.6357 -1.8658 -2.5753
O -0.8283 1.3381 4.6151
H -0.0902 0.5708 4.8785
H -0.7427 1.1799 3.7401
O -1.0625 -0.2759 -0.3365
H -2.8363 -1.5900 -2.3620
H 0.1942 -1.5814 -2.3147
```

## Properties
- HOMO: -0.2472 hartree
- Net charge: -1
- Spin multiplicity: 1
- E_LUMO: 1.9 eV

Atom-resolved charges from Mulliken, all expressed in e: -0.55, 0.33, -0.60, 0.30, 0.27, -0.54, 0.38, 0.23, -0.13, 0.17, 0.42, -0.66, 0.27, 0.35, -0.63, 0.26, 0.38, -0.66, -0.01, 0.34, -0.72, 0.31, 0.34, -0.57, 0.26, 0.30, -0.64, 0.31, 0.38, -0.64, 0.26, 0.35, -0.72, 0.23, 0.25, -0.63, 0.24, 0.13, -0.63, 0.28, 0.26, -0.62, 0.26, 0.37, -0.61, 0.30, 0.34, -0.67, 0.25, 0.31, -0.63, 0.32, 0.29, -0.64, 0.33, 0.33, -0.66, 0.22, 0.25

***

## Q
Computed, not measured: 20 unconnected molecules or ions with the total composition H39O20, with ωB97M-V/def2-TZVPD.

```
59
H39O20, DFT ωB97M-V/def2-TZVPD
O 2.1226 0.1290 -0.0688
H 1.1760 -2.9472 3.2956
O -0.8244 1.6341 2.1628
H -0.5573 1.5185 3.0851
H -0.2681 0.9881 1.6554
O -2.9516 2.7568 -1.1715
H 1.9200 -2.4533 -2.5867
H -2.2171 2.7139 -0.5472
O 0.0278 1.6072 5.0145
H 0.9071 1.9662 5.1595
H -3.3907 -0.9568 -0.9825
O -3.4004 -1.5173 -1.7834
H 2.4834 -0.5753 -0.6666
H -3.4296 1.9574 -0.9742
O -1.6485 5.7678 -0.6995
H 1.0830 0.0960 0.1301
H -0.6071 1.8023 5.7030
O 3.7968 -3.3203 -0.7143
H 2.8067 -3.2284 -0.7866
H 3.8817 -2.8526 -1.5546
O 3.8688 1.8165 -1.9059
H -1.1864 5.4054 -1.4613
H 4.9527 -1.0510 -2.8360
O -1.7880 -2.4231 -4.0011
H -2.1924 -1.5165 -3.9037
H -2.5510 -2.7940 -4.5155
O -1.8540 0.1295 -2.7267
H -1.5507 0.9713 -2.3760
H -2.7749 0.0430 -2.5007
O -0.3142 -0.2086 0.0699
H -2.5045 3.3909 2.6582
H -0.4945 -0.0088 -0.8577
O 1.3458 -3.1780 2.3646
H 0.7174 -0.2100 3.3959
H -2.1323 5.0261 -0.3244
O -3.4297 3.5673 2.7409
H -3.7602 3.1699 1.9098
H 4.2501 1.6579 -0.9681
O 1.3971 -2.1119 -1.8700
H 3.0407 1.2923 -1.6889
H 1.4454 -1.1715 -1.8226
O -2.6963 -1.7219 1.0627
H -1.7719 -1.7724 0.7054
H -3.0378 -0.7822 1.0590
O -2.8521 0.4280 0.0656
H -2.4369 0.8696 0.8410
H -2.5304 -1.9424 -1.7780
O 1.0965 -1.0419 3.6693
H -1.9020 0.2993 -0.4018
H 1.9325 -1.4823 3.2988
O 4.0343 -0.6958 -3.1600
H 4.1356 0.2249 -2.8214
H 1.0867 -2.5276 1.6656
O -0.6231 -4.4126 -0.3150
H -0.8716 -3.6432 0.2723
H -0.1473 -3.9309 -0.9831
O 3.8426 2.0620 1.4912
H 4.3849 1.4896 0.9656
H 2.9605 1.6966 1.3121
```

## Properties
- HOMO: -0.2658 hartree
- Net charge: -1
- Spin multiplicity: 1
- E_LUMO: 2.1 eV

Atom-resolved charges from Mulliken, all expressed in e: -0.52, 0.33, -0.59, 0.34, 0.29, -0.64, 0.25, 0.26, -0.57, 0.29, 0.46, -0.77, 0.20, 0.40, -0.64, 0.34, 0.25, -0.65, 0.37, 0.30, -0.74, 0.32, 0.31, -0.59, 0.32, 0.30, -0.71, 0.29, 0.40, -0.51, 0.30, 0.12, -0.71, 0.15, 0.34, -0.64, 0.32, 0.32, -0.42, 0.42, 0.07, -0.75, 0.20, 0.47, -0.93, 0.33, 0.41, -0.70, 0.13, 0.42, -0.64, 0.40, 0.37, -0.66, 0.30, 0.30, -0.64, 0.30, 0.34

***

Relative energies, in eV, with the most stable structure set to zero: P 3.115; Q 0.000.

***

## P
Computed, not measured: 2 unconnected molecules or ions with the total composition C10H10N2, with ωB97M-V/def2-TZVPD.

```
22
C10H10N2, DFT ωB97M-V/def2-TZVPD
C -2.3734 1.0724 0.5824
C -3.5353 0.3256 0.4407
C -3.4786 -0.8243 -0.3143
N -2.3919 -1.1926 -0.9389
C -1.2592 -0.5626 -0.6594
C -1.2161 0.6772 -0.0023
H -2.2965 2.0488 1.1696
H -4.5116 0.7118 0.8482
H -4.3675 -1.4852 -0.4050
H -0.2378 -0.9497 -0.9819
H -0.3049 1.2537 0.1271
C 3.5071 -0.3118 -0.3158
C 2.8198 -1.1623 0.5699
C 1.5471 -0.8698 0.9948
N 0.9458 0.2218 0.5285
C 1.5745 1.0450 -0.2991
C 2.8873 0.8698 -0.7539
H 4.4670 -0.6334 -0.7429
H 3.2880 -2.1063 0.8342
H 0.8231 -1.4373 1.6100
H 0.8894 1.8061 -0.7709
H 3.2235 1.5029 -1.5211
```

## Properties
- HOMO: -0.3122 hartree
- Net charge: 0
- Spin multiplicity: 1
- E_LUMO: 0.6 eV

Atom-resolved charges from Mulliken, all expressed in e: -0.69, -0.21, -0.30, -0.56, -0.11, 0.26, 0.27, 0.30, 0.31, 0.26, 0.47, -0.05, -0.63, -0.12, -0.40, 0.10, -0.80, 0.35, 0.35, 0.42, 0.37, 0.40

***

## Q
Computed, not measured: a molecular structure, C10H10N2, with ωB97M-V/def2-TZVPD.

```
22
C10H10N2, DFT ωB97M-V/def2-TZVPD
C 0.4894 -2.7390 -1.4395
C 0.1636 -2.3106 -0.1718
C -0.1596 -0.9048 -0.0619
C -0.0015 -0.0110 -1.0963
C 0.5496 -0.6380 -2.3196
C -0.8310 2.5900 1.4628
C -1.0693 1.4749 2.3296
C -0.4197 0.1444 2.0737
C 0.4687 0.3818 1.0075
C 0.5212 1.4372 0.1618
H 0.2897 -3.8782 -1.6238
H 0.2441 -2.9311 0.7263
H -0.8898 -0.5998 0.8949
H -0.5017 1.0003 -0.8210
H 0.7869 0.0250 -3.2130
H -1.2413 3.6573 1.7831
H -1.8449 1.5169 3.1224
H -0.6519 -0.8509 2.4241
H 1.2742 -0.2787 0.9038
H 1.0543 1.4572 -0.7845
N 0.5401 -1.9655 -2.5246
N -0.0813 2.5845 0.3691
```

## Properties
- HOMO: -0.2507 hartree
- Net charge: 0
- Spin multiplicity: 1
- E_LUMO: -1.0 eV

Atom-resolved charges from Mulliken, all expressed in e: -0.31, -0.59, 0.23, -0.15, -0.38, -0.18, -0.56, -0.71, 0.56, -0.47, 0.26, 0.35, 0.25, 0.16, 0.33, 0.28, 0.34, 0.62, 0.52, 0.67, -0.55, -0.68

***

Relative energies, in eV, with the most stable structure set to zero: P 0.000; Q 8.598.

***

## P
Computed, not measured: a molecular structure, C4H4GdO2, with ωB97M-V/def2-TZVPD.

```
11
C4H4GdO2, DFT ωB97M-V/def2-TZVPD
O -1.7684 2.6949 1.9238
C -2.1380 1.5341 1.6318
C -0.8980 1.0647 1.2531
H -3.1746 1.1752 1.5630
H -0.2269 0.6974 2.0422
C 0.0571 -1.2947 -1.3140
C 1.3478 -1.1448 -1.4169
O 2.5039 -0.9596 -1.2917
Gd 5.1241 -0.8978 -1.3506
H -0.6130 -0.5003 -1.6558
H -0.2141 -2.3691 -1.3849
```

## Properties
- HOMO (spin up / spin down): -0.4777 / -0.5683 hartree
- Net charge: +2
- Expectation value of S²: 20.46
- Spin multiplicity: 9
- E_LUMO (spin up / spin down): -11.0 / -11.7 eV

Atom-resolved charges from Mulliken, all expressed in e: -0.14, 0.24, 0.13, 0.35, 0.35, -1.01, 1.15, -0.02, 0.31, 0.38, 0.27

***

## Q
Computed, not measured: a molecular structure, C4H4GdO2, with ωB97M-V/def2-TZVPD.

```
11
C4H4GdO2, DFT ωB97M-V/def2-TZVPD
O 2.2218 -1.1196 0.6665
C 2.8730 -0.8249 -0.3634
C 2.6379 0.5305 -0.3068
H 3.3464 -1.5261 -1.0647
H 3.2958 1.1382 0.3304
C -1.1004 0.4929 0.1970
C -2.3729 0.2595 0.0623
O -3.5298 0.0443 0.0643
Gd -6.1015 -0.2686 -0.3455
H -0.4406 -0.2860 0.5898
H -0.8296 1.5599 0.1701
```

## Properties
- HOMO (spin up / spin down): -0.4650 / -0.5488 hartree
- Net charge: +2
- Expectation value of S²: 20.42
- Spin multiplicity: 9
- E_LUMO (spin up / spin down): -11.0 / -12.1 eV

Atom-resolved charges from Mulliken, all expressed in e: -0.16, 0.29, 0.13, 0.38, 0.33, -0.90, 1.20, -0.11, 0.30, 0.29, 0.25

***

Relative energies, in eV, with the most stable structure set to zero: P 0.207; Q 0.000.